1.
DFT (ωB97M-V with the def2-TZVPD basis set) results for 2 unconnected molecules or ions with the total composition C8H12N3 in a non-equilibrium geometry.

Cartesian coordinates (Å):
H  -1.168  -1.082  0.738
H  2.637  -2.036  -1.239
H  -2.020  2.684  -0.675
H  0.254  -2.664  0.485
C  -1.035  -0.321  0.085
C  1.678  -1.764  -0.743
C  -3.043  0.660  1.013
N  0.033  0.120  -0.567
N  -1.882  0.735  0.160
H  0.531  2.004  -1.565
H  -3.893  0.035  0.592
H  2.109  0.289  -1.017
H  1.818  -3.621  0.116
H  4.121  2.557  1.274
N  1.995  2.123  0.750
C  -0.220  1.432  -1.088
C  1.303  -0.459  -0.862
C  3.084  2.174  1.159
H  -3.525  1.627  1.292
H  0.470  -3.473  -0.940
C  1.000  -2.937  -0.197
C  -1.478  1.755  -0.702
H  -2.769  0.161  1.932

Forces on atoms 1 to 6 (eV/Å):
0.0515 -2.5799 1.3402
-0.4566 0.7876 0.7686
0.0222 0.0149 -0.4264
-0.6119 -0.0651 1.6766
0.1644 4.7272 -0.6918
0.4393 1.9046 -1.5493

The calculation puts the HOMO energy at -0.4709 Ha. The multiplicity is 1. For the gap between HOMO and LUMO, the calculation gives 9.45 eV. For the energy above the lowest of the compared OMol25 structures with the same formula, charge and spin, the calculation gives 58.34 kcal/mol. As for the charge: +1. For the total energy, the calculation gives -12952.281 eV.

2.
DFT (ωB97M-V with the def2-TZVPD basis set) results for 2 unconnected molecules or ions with the total composition C8H12N3O in a non-equilibrium geometry.

Cartesian coordinates (Å):
C  -0.046  -0.834  3.295
H  0.745  0.590  -2.899
H  -2.156  0.770  -1.853
C  0.081  -0.262  -1.168
C  -0.732  -1.255  2.168
H  -1.389  2.181  -2.373
H  -0.723  -0.424  -3.167
H  -0.382  -1.378  4.113
H  1.928  1.588  2.139
H  1.881  -1.379  -3.481
H  -1.443  -1.526  -0.708
H  1.542  0.625  4.010
H  1.405  1.157  -0.940
C  1.224  0.835  2.078
N  0.939  0.433  -0.441
H  -1.536  -2.012  2.351
C  -0.255  -0.713  0.955
N  -1.688  1.615  -1.614
C  0.292  -0.284  -2.668
C  0.954  0.211  3.227
H  -1.976  2.074  -0.800
N  -0.665  -0.985  -0.351
C  0.720  0.307  0.906
O  1.280  -1.335  -2.780

Forces on atoms 1 to 6 (eV/Å):
0.7195 1.2064 -1.7433
0.8865 3.0226 -1.1126
-0.7218 0.1287 -0.1798
0.7627 0.0787 -0.2376
0.4855 0.0814 0.1515
-0.3019 0.4846 -0.4445

The calculation puts the HOMO energy at -0.4655 Ha. The multiplicity is 1. For the gap between HOMO and LUMO, the calculation gives 9.59 eV. For the energy above the lowest of the compared OMol25 structures with the same formula, charge and spin, the calculation gives 13.18 kcal/mol. As for the charge: +1. For the total energy, the calculation gives -15001.408 eV.

3.
DFT (ωB97M-V with the def2-TZVPD basis set) results for 2 unconnected molecules or ions with the total composition C8H12N4 in a non-equilibrium geometry.

Cartesian coordinates (Å):
C  -1.177  1.242  0.198
H  -2.846  3.651  -0.936
H  2.411  0.866  -1.801
C  3.031  -2.040  -0.638
H  4.306  -0.639  -1.724
H  -2.780  2.097  -1.796
C  -3.053  2.559  -0.882
H  1.054  -3.764  0.273
C  -1.990  1.048  2.261
N  1.378  -0.561  -0.541
H  -2.031  0.796  3.290
C  1.825  -1.837  -0.072
N  -2.805  1.820  1.565
N  3.383  -0.942  -1.444
C  0.844  -2.779  0.575
H  -4.102  2.807  -0.642
H  -0.182  -2.502  0.259
C  -2.410  1.821  0.216
C  2.327  -0.063  -1.265
N  -0.898  0.828  1.470
H  0.909  -2.588  1.612
H  -0.645  0.981  -0.697
H  -0.191  0.138  1.514
H  3.644  -2.939  -0.794

Forces on atoms 1 to 6 (eV/Å):
-1.1328 0.1448 -0.8234
1.2757 -0.5567 0.0396
-0.5910 0.3837 0.2299
1.9073 -1.0762 -1.1681
-0.1772 -0.3890 -0.0008
-0.5128 -0.2631 -1.0766

The calculation puts the HOMO energy at -0.2962 Ha. The multiplicity is 1. For the gap between HOMO and LUMO, the calculation gives 8.75 eV. For the energy above the lowest of the compared OMol25 structures with the same formula, charge and spin, the calculation gives 35.10 kcal/mol. Its SMILES is Cc1c[nH]cn1.Cc1c[nH]cn1. For the total energy, the calculation gives -14450.030 eV.

4.
DFT (ωB97M-V with the def2-TZVPD basis set) results for C8H12N4 in the gas phase in a non-equilibrium geometry.

Cartesian coordinates (Å):
C  0.735  -0.895  1.034
N  -1.234  1.639  1.087
H  2.067  -2.406  1.184
N  0.778  0.128  1.954
C  0.984  -2.314  1.520
H  -1.209  -2.130  -1.264
H  -1.583  2.525  1.508
C  0.195  -0.666  -0.148
N  -0.025  0.626  -0.591
C  -0.659  1.672  -0.028
H  0.269  0.614  -1.567
C  -0.704  2.811  -1.062
H  0.125  -1.172  -2.232
H  0.627  -2.483  -1.028
C  1.925  1.437  3.572
H  -0.974  3.900  -0.787
N  2.500  2.281  4.157
C  1.803  0.340  2.710
H  0.318  2.838  -1.478
H  -1.454  2.497  -1.900
C  -0.155  -1.727  -1.189
H  0.923  -2.490  2.647
H  0.409  -3.170  1.065
H  -0.165  0.714  2.055

Forces on atoms 1 to 6 (eV/Å):
-2.0144 -2.7556 0.3808
-0.6033 0.1988 2.6583
-1.0080 -0.7190 0.8698
-1.0942 2.5086 2.1609
1.6539 -0.8522 0.3862
1.2507 0.6062 0.4109

The calculation puts the HOMO energy at -0.2948 Ha. The multiplicity is 1. For the gap between HOMO and LUMO, the calculation gives 8.29 eV. For the energy above the lowest of the compared OMol25 structures with the same formula, charge and spin, the calculation gives 106.95 kcal/mol. For the total energy, the calculation gives -14446.914 eV.

5.
DFT (ωB97M-V with the def2-TZVPD basis set) results for a gas-phase ion, C8H12N4 (charge +2) in a non-equilibrium geometry.

Cartesian coordinates (Å):
N  -0.147  2.203  -0.397
C  -1.550  -1.467  -0.209
C  1.768  -0.487  2.814
H  -1.848  -1.017  0.630
H  -0.169  -2.207  -2.537
H  0.236  -0.434  4.203
H  -2.372  -1.702  -0.822
C  0.427  1.131  0.372
H  1.060  -1.899  -1.356
C  1.345  1.542  1.456
H  -1.006  -2.501  -0.096
N  1.810  0.717  2.324
N  0.308  -0.079  -0.006
C  -1.326  0.580  -1.745
C  -0.578  -0.525  -1.008
H  -1.442  2.650  -2.181
H  -2.044  0.283  -2.428
N  0.912  -0.940  3.614
H  2.613  -1.119  2.488
H  0.738  -0.837  -2.784
C  -0.988  1.882  -1.441
H  1.462  2.570  1.531
C  0.303  -1.450  -2.048
H  0.487  3.107  -0.376

Forces on atoms 1 to 6 (eV/Å):
1.5639 0.8735 -0.5542
2.9099 -3.5320 -3.3317
2.3782 -0.6597 -1.0893
-1.0872 1.3989 3.4135
-2.0816 -2.0175 -1.0074
0.5724 -0.2245 0.1982

The calculation puts the HOMO energy (alpha / beta) at -0.6846 / -0.6414 Ha. The multiplicity is 1. For the gap between HOMO and LUMO (alpha / beta), the calculation gives 7.91 / 6.16 eV. For the energy above the lowest of the compared OMol25 structures with the same formula, charge and spin, the calculation gives 151.70 kcal/mol. As for the charge: +2. For the total energy, the calculation gives -14427.837 eV.

6.
DFT (ωB97M-V with the def2-TZVPD basis set) results for C8H12N4O in the gas phase in a non-equilibrium geometry.

Cartesian coordinates (Å):
H  1.734  1.967  0.656
C  0.981  0.038  0.734
C  1.132  -1.325  0.334
H  -4.023  -1.682  0.511
H  -1.634  3.036  -0.710
H  3.787  1.246  -0.585
C  -0.300  0.475  1.369
C  -1.604  0.241  0.624
C  3.075  0.506  -0.315
H  0.381  -2.056  0.644
C  1.943  0.953  0.377
H  4.257  -1.052  -1.075
C  2.311  -1.748  -0.261
C  3.341  -0.845  -0.566
H  -0.224  1.545  1.563
H  -0.517  2.145  -1.554
H  -2.400  0.659  -1.206
N  -3.529  -0.887  0.126
H  2.417  -2.778  -0.552
H  -2.230  -1.599  -1.025
H  -0.402  -0.131  2.300
N  -1.066  2.191  -0.704
N  -1.802  1.038  -0.471
N  -2.503  -0.682  0.955
O  -3.124  -1.254  -1.169

Forces on atoms 1 to 6 (eV/Å):
0.3867 0.5390 -0.2187
-0.7210 -1.7084 -1.5439
0.4545 0.8331 0.9261
-0.0189 -0.1031 -0.2653
-0.0749 -0.4680 0.0211
0.6944 0.4513 -0.2906

The calculation puts the HOMO energy at -0.2923 Ha. The multiplicity is 1. For the gap between HOMO and LUMO, the calculation gives 8.72 eV. For the energy above the lowest of the compared OMol25 structures with the same formula, charge and spin, the calculation gives 64.93 kcal/mol. Its SMILES is NN/C(Cc1ccccc1)=N\NO. For the total energy, the calculation gives -16494.996 eV.